The following is a DFT calculation (the ωB97M-V functional and the def2-TZVPD basis) of C43H58CaN6O4SSe as an isolated structure.

```
114
Properties=species:S:1:pos:R:3:forces:R:3:mulliken_charge:R:1
Ca 1.183 -1.553 0.050 0.1 -0.5 -0.2 1.352
C -4.126 0.990 5.250 0.0 0.0 0.0 -1.798
C -4.509 1.289 3.794 0.0 0.0 0.0 2.321
C -4.338 2.791 3.528 0.0 0.0 0.0 -1.729
C -5.986 0.936 3.605 0.0 0.0 0.0 -2.210
C -3.606 0.492 2.852 0.0 0.0 0.0 -0.885
C -2.236 0.709 2.851 0.0 -0.1 0.0 -0.816
C -1.390 0.008 2.004 0.0 0.1 0.1 0.370
Se 0.467 0.534 2.038 -0.1 -0.1 -0.1 0.086
C 0.383 1.869 0.647 0.0 0.0 0.0 0.264
C -0.103 3.116 1.004 0.0 0.0 0.0 -0.383
C -0.272 4.119 0.064 0.0 0.0 -0.1 -0.948
C 0.087 3.811 -1.249 0.0 0.0 0.0 -0.254
C 0.590 2.579 -1.646 0.1 -0.1 0.0 -0.459
C 0.749 1.543 -0.680 0.0 0.1 -0.1 0.632
O 1.206 0.364 -1.007 0.1 -0.1 0.2 -0.905
C 0.972 2.315 -3.108 0.0 0.0 0.0 2.589
C 0.723 3.533 -4.000 0.0 0.0 0.0 -2.435
C 2.469 1.973 -3.214 -0.1 0.0 0.0 -1.506
C 0.130 1.155 -3.669 0.0 0.0 0.0 -1.513
C -0.840 5.474 0.482 0.0 0.0 0.0 2.391
C -0.933 6.450 -0.692 0.0 0.0 0.0 -2.299
C 0.060 6.106 1.556 0.0 0.0 0.0 -1.706
C -2.250 5.283 1.061 0.0 0.0 0.0 -1.496
C -1.861 -0.982 1.107 -0.1 0.0 0.0 0.380
O -1.044 -1.659 0.330 0.1 0.1 0.0 -0.588
C -3.268 -1.193 1.098 0.0 -0.1 -0.1 -0.685
C -4.080 -0.463 1.958 0.0 0.0 0.0 -0.236
C -3.879 -2.214 0.131 0.0 0.0 0.0 2.822
C -3.621 -1.765 -1.317 0.0 0.0 0.0 -1.334
C -3.281 -3.606 0.395 0.0 0.0 0.0 -1.390
C -5.397 -2.347 0.285 0.0 0.0 0.0 -2.425
H -4.756 1.561 5.938 0.0 0.0 0.0 0.448
H -4.251 -0.073 5.467 0.0 0.0 0.0 0.394
H -3.085 1.253 5.446 0.0 0.0 0.0 0.308
H -4.987 3.372 4.189 0.0 0.0 0.0 0.498
H -3.309 3.111 3.699 0.0 0.0 0.0 0.337
H -4.594 3.028 2.493 0.0 0.0 0.0 0.360
H -6.594 1.528 4.292 0.0 0.0 0.0 0.436
H -6.319 1.153 2.588 0.0 0.0 0.0 0.393
H -6.175 -0.119 3.814 0.0 0.0 0.0 0.419
H -1.797 1.447 3.513 0.0 0.0 0.0 0.348
H -0.367 3.288 2.042 0.0 0.0 0.0 0.231
H -0.032 4.576 -2.003 0.0 0.0 0.0 0.531
H 1.313 4.395 -3.682 0.0 0.0 0.0 0.445
H 1.015 3.288 -5.025 0.0 0.0 0.0 0.450
H -0.331 3.818 -4.016 0.0 0.0 0.0 0.430
H 3.071 2.819 -2.873 0.0 0.0 0.0 0.333
H 2.708 1.105 -2.604 0.0 0.0 0.0 0.056
H 2.732 1.765 -4.257 0.0 0.0 0.0 0.459
H -0.931 1.414 -3.644 0.0 0.0 0.0 0.342
H 0.409 0.955 -4.709 0.0 0.0 0.0 0.491
H 0.285 0.256 -3.077 0.0 0.0 0.0 -0.037
H 0.049 6.644 -1.130 0.0 0.0 0.0 0.440
H -1.594 6.074 -1.475 0.0 0.0 0.0 0.396
H -1.338 7.401 -0.340 0.0 0.0 0.0 0.437
H 1.068 6.261 1.166 0.0 0.0 0.0 0.386
H -0.343 7.073 1.871 0.0 0.0 0.0 0.453
H 0.134 5.468 2.437 0.0 0.0 0.0 0.293
H -2.913 4.841 0.314 0.0 0.0 0.0 0.354
H -2.236 4.620 1.927 0.0 0.0 0.0 0.170
H -2.668 6.244 1.374 0.0 0.0 0.0 0.492
H -5.143 -0.644 1.928 0.0 0.0 0.0 0.589
H -2.566 -1.568 -1.492 0.0 0.0 0.0 -0.044
H -3.981 -2.519 -2.025 0.0 0.0 0.0 0.341
H -4.163 -0.837 -1.517 0.0 0.0 0.0 0.420
H -2.194 -3.574 0.391 -0.1 0.0 0.0 0.013
H -3.599 -3.966 1.376 0.0 0.0 0.0 0.433
H -3.635 -4.324 -0.353 0.0 0.0 0.0 0.409
H -5.912 -1.408 0.073 0.0 0.0 0.0 0.441
H -5.760 -3.094 -0.426 0.0 0.0 0.0 0.452
H -5.674 -2.680 1.287 0.0 0.0 0.0 0.442
C -2.381 -5.329 -2.956 0.1 0.0 0.0 -1.226
C -1.502 -5.585 -1.789 0.0 0.0 0.1 1.072
N -1.480 -6.667 -1.080 0.1 0.0 0.1 -0.882
N -0.533 -6.417 -0.125 -0.1 0.0 0.0 0.210
C 0.044 -5.207 -0.222 -0.2 -0.2 -0.1 0.335
S 1.210 -4.542 0.763 0.2 0.2 0.1 -0.493
N -0.580 -4.680 -1.312 0.1 0.1 -0.2 0.393
N -0.317 -3.394 -1.805 -0.1 0.0 0.2 -0.452
H -3.059 -6.171 -3.066 0.0 0.0 0.0 0.348
H -1.798 -5.229 -3.874 0.0 0.0 0.0 0.397
H -2.963 -4.418 -2.809 0.0 0.0 0.0 0.153
H -0.337 -7.092 0.591 0.0 0.0 0.0 0.167
H -0.820 -2.742 -1.190 -0.3 0.2 0.1 -0.067
H -0.747 -3.332 -2.720 0.1 0.0 -0.1 0.314
O 8.188 -1.833 2.365 0.0 0.0 0.0 -0.498
C 7.122 -1.778 3.293 0.0 0.0 0.0 -0.644
C 5.811 -1.886 2.565 0.0 0.0 -0.1 0.496
C 4.628 -2.041 3.274 0.1 0.0 0.0 -1.121
C 3.444 -2.101 2.569 -0.1 0.0 0.0 -0.638
N 3.377 -2.017 1.241 0.0 0.2 -0.1 0.282
C 4.513 -1.887 0.547 0.0 0.1 0.1 0.153
C 5.749 -1.813 1.182 0.0 -0.1 0.1 -0.781
C 4.394 -1.802 -0.939 -0.1 0.0 -0.2 0.557
C 5.474 -1.463 -1.746 0.0 0.0 0.1 -0.757
C 5.309 -1.384 -3.120 0.0 0.0 0.0 0.813
C 6.467 -1.000 -4.010 0.0 0.0 0.0 -0.896
O 7.403 -0.151 -3.375 0.0 0.0 0.0 -0.518
C 4.059 -1.666 -3.650 0.1 0.0 -0.1 -1.079
C 3.035 -1.988 -2.782 -0.1 0.0 0.1 -0.360
N 3.187 -2.052 -1.463 0.0 0.1 0.1 0.054
H 9.017 -1.714 2.835 0.0 0.0 0.0 0.307
H 7.129 -0.830 3.843 0.0 0.0 0.0 0.328
H 7.190 -2.588 4.027 0.0 0.0 0.0 0.330
H 4.623 -2.112 4.354 0.0 0.0 0.0 0.430
H 2.498 -2.209 3.089 0.0 0.0 0.0 0.496
H 6.669 -1.716 0.629 0.0 0.0 0.0 0.587
H 6.441 -1.224 -1.330 0.0 0.0 0.0 0.603
H 6.085 -0.558 -4.935 0.0 0.0 0.0 0.384
H 7.021 -1.900 -4.283 0.0 0.0 0.0 0.286
H 6.985 0.698 -3.200 0.0 0.0 0.0 0.316
H 3.875 -1.603 -4.715 0.0 0.0 0.0 0.429
H 2.036 -2.183 -3.156 0.0 0.0 0.0 0.378
```
Positions in Å, forces in eV/Å.

**Maximum force**: 0.49 eV Å⁻¹
**E**: -5780.24250 Eh
**Molecular weight**: 874.1 g mol⁻¹
**HOMO energy**: -6.633 eV